Computed, not measured: a molecular structure, C33H35N3OPtSeSi in a non-equilibrium geometry, with ωB97M-V/def2-TZVPD.

The geometry in ORCA input format:
```
! wB97M-V def2-TZVPD RIJCOSX def2/J DEFGRID3
* xyz 2 1
Pt 1.224 0.528 1.220
C -1.365 2.469 3.223
C -0.273 1.456 3.292
C -0.562 0.100 3.487
C 0.456 -0.838 3.691
C 0.128 -2.249 4.043
C 1.794 -0.403 3.673
C 2.119 0.963 3.559
C 3.504 1.443 3.852
C 1.073 1.875 3.316
H -2.269 2.047 2.794
H -1.063 3.341 2.649
H -1.601 2.806 4.235
H -1.592 -0.215 3.549
H -0.181 -2.289 5.089
H 0.990 -2.901 3.935
H -0.696 -2.636 3.447
H 2.579 -1.109 3.919
H 3.599 1.567 4.933
H 3.706 2.409 3.395
H 4.260 0.723 3.542
H 1.290 2.936 3.292
N 0.393 2.416 0.273
C 0.042 3.041 -0.641
N -0.370 3.822 -1.572
C -1.779 4.052 -1.849
C -2.049 3.760 -3.339
O -1.169 4.473 -4.159
C 0.176 4.167 -3.905
C 0.542 4.531 -2.454
H -2.008 5.104 -1.650
H -2.400 3.418 -1.217
H -3.054 4.094 -3.601
H -1.959 2.678 -3.519
H 0.771 4.764 -4.598
H 0.377 3.097 -4.069
H 0.410 5.609 -2.311
H 1.572 4.248 -2.239
Se 3.619 0.811 0.283
C 2.808 1.348 -1.225
N 2.261 1.749 -2.156
C 0.230 -5.815 0.823
C -0.724 -5.287 -0.033
C -0.691 -3.939 -0.347
C 0.252 -3.119 0.256
C 1.232 -3.649 1.079
C 1.194 -4.998 1.393
Si 0.133 -1.181 -0.009
C 0.975 -1.559 -1.744
C 2.335 -1.817 -1.816
C 2.942 -1.979 -3.050
C 2.179 -1.912 -4.205
C 0.820 -1.658 -4.128
C 0.205 -1.520 -2.894
C -1.739 -0.843 -0.228
C -2.179 0.117 -1.140
C -3.529 0.277 -1.396
C -4.464 -0.486 -0.714
C -4.043 -1.405 0.233
C -2.692 -1.578 0.475
H 0.246 -6.877 1.014
H -1.468 -5.924 -0.487
H -1.406 -3.533 -1.045
H 1.998 -3.016 1.503
H 1.924 -5.413 2.073
H 2.927 -1.896 -0.915
H 4.001 -2.175 -3.102
H 2.637 -2.097 -5.166
H 0.223 -1.589 -5.024
H -0.862 -1.369 -2.844
H -1.447 0.715 -1.666
H -3.861 0.988 -2.138
H -5.515 -0.361 -0.922
H -4.764 -1.995 0.777
H -2.370 -2.307 1.204
*
```

Results
E_HOMO (spin up / spin down) ... -13.08 / -13.07 eV

Löwdin population analysis, charges in e, atoms 1 to 6: atom 1 (Pt): 0.811, atom 2 (C): -0.009, atom 3 (C): -0.279, atom 4 (C): 0.022, atom 5 (C): -0.249, atom 6 (C): -0.003

***

Computed, not measured: a molecular structure, C23H45Cl3N2O4PSiV in a non-equilibrium geometry, with ωB97M-V/def2-TZVPD.

The geometry in ORCA input format:
```
! wB97M-V def2-TZVPD RIJCOSX def2/J DEFGRID3
* xyz 0 3
C 4.404 2.906 -4.823
C 5.628 2.085 -5.056
H 4.632 3.698 -4.098
H 3.605 2.294 -4.403
H 4.062 3.393 -5.748
C 6.765 2.646 -5.502
C 6.925 4.112 -5.684
H 7.620 2.029 -5.783
H 6.585 4.666 -4.796
H 6.360 4.491 -6.547
H 7.979 4.358 -5.842
V 1.770 0.044 -1.233
Cl 0.378 -0.570 -2.962
Cl 3.354 -1.319 -2.700
C 1.741 -2.728 -0.770
O 1.788 -1.638 -0.111
N 2.454 -3.797 -0.435
C 3.390 -3.731 0.687
C 2.633 -4.862 -1.417
H 1.083 -2.804 -1.649
H 2.922 -3.206 1.527
H 4.322 -3.211 0.412
H 3.626 -4.760 0.973
H 1.655 -5.106 -1.854
H 3.045 -5.739 -0.907
H 3.305 -4.539 -2.234
H 0.822 4.777 0.682
H 3.704 3.427 -0.421
C 1.528 4.573 1.505
C 3.702 3.656 0.656
N 2.371 3.425 1.204
H 0.945 4.360 2.413
C 1.844 2.189 1.272
O 2.380 1.158 0.821
H 4.436 3.013 1.159
H 0.856 2.160 1.772
H 2.159 5.455 1.661
H 3.955 4.709 0.811
O 5.222 0.673 -3.263
C 5.553 0.622 -4.635
C 8.040 0.136 -4.410
C 6.781 -0.237 -4.888
H 8.158 1.073 -3.858
C 9.145 -0.692 -4.656
H 4.670 0.204 -5.147
C 6.602 -1.447 -5.557
H 10.129 -0.384 -4.293
C 8.975 -1.882 -5.368
C 7.705 -2.257 -5.812
H 5.588 -1.719 -5.868
H 9.845 -2.510 -5.580
H 7.564 -3.182 -6.365
Si 5.223 -0.411 -1.948
Cl 3.128 1.828 -1.982
C 6.947 0.398 -1.352
C 6.058 -2.147 -2.190
C 4.717 -0.311 -0.117
H 7.794 -0.074 -1.864
H 7.127 0.308 -0.274
H 6.945 1.464 -1.610
H 4.710 0.736 0.197
H 5.507 -0.840 0.433
H 3.757 -0.774 0.158
H 7.152 -2.089 -2.117
H 5.827 -2.613 -3.156
H 5.721 -2.827 -1.395
C -1.203 -1.900 0.255
P -1.154 -0.111 0.355
C -2.679 0.452 -0.396
C -1.169 0.283 2.111
O 0.021 0.580 -0.310
H -0.297 -2.306 0.720
H -1.265 -2.192 -0.800
H -2.086 -2.260 0.798
H -3.496 0.394 0.335
H -2.545 1.484 -0.741
H -2.903 -0.200 -1.251
H -0.361 -0.272 2.604
H -1.030 1.360 2.250
H -2.135 -0.019 2.535
*
```

Results
E_HOMO (spin up / spin down) ... -6.64 / -6.64 eV
ΔE to the lowest compared entry with this formula, charge and spin ... 2.4707 eV

Löwdin population analysis, charges in e, atoms 1 to 6: atom 1 (C): -0.076, atom 2 (C): -0.223, atom 3 (H): 0.080, atom 4 (H): 0.020, atom 5 (H): 0.088, atom 6 (C): -0.124

***

Please write out number 1 again, unchanged.
Computed, not measured: a molecular structure, C33H35N3OPtSeSi in a non-equilibrium geometry, with ωB97M-V/def2-TZVPD.

The geometry in ORCA input format:
```
! wB97M-V def2-TZVPD RIJCOSX def2/J DEFGRID3
* xyz 2 1
Pt 1.224 0.528 1.220
C -1.365 2.469 3.223
C -0.273 1.456 3.292
C -0.562 0.100 3.487
C 0.456 -0.838 3.691
C 0.128 -2.249 4.043
C 1.794 -0.403 3.673
C 2.119 0.963 3.559
C 3.504 1.443 3.852
C 1.073 1.875 3.316
H -2.269 2.047 2.794
H -1.063 3.341 2.649
H -1.601 2.806 4.235
H -1.592 -0.215 3.549
H -0.181 -2.289 5.089
H 0.990 -2.901 3.935
H -0.696 -2.636 3.447
H 2.579 -1.109 3.919
H 3.599 1.567 4.933
H 3.706 2.409 3.395
H 4.260 0.723 3.542
H 1.290 2.936 3.292
N 0.393 2.416 0.273
C 0.042 3.041 -0.641
N -0.370 3.822 -1.572
C -1.779 4.052 -1.849
C -2.049 3.760 -3.339
O -1.169 4.473 -4.159
C 0.176 4.167 -3.905
C 0.542 4.531 -2.454
H -2.008 5.104 -1.650
H -2.400 3.418 -1.217
H -3.054 4.094 -3.601
H -1.959 2.678 -3.519
H 0.771 4.764 -4.598
H 0.377 3.097 -4.069
H 0.410 5.609 -2.311
H 1.572 4.248 -2.239
Se 3.619 0.811 0.283
C 2.808 1.348 -1.225
N 2.261 1.749 -2.156
C 0.230 -5.815 0.823
C -0.724 -5.287 -0.033
C -0.691 -3.939 -0.347
C 0.252 -3.119 0.256
C 1.232 -3.649 1.079
C 1.194 -4.998 1.393
Si 0.133 -1.181 -0.009
C 0.975 -1.559 -1.744
C 2.335 -1.817 -1.816
C 2.942 -1.979 -3.050
C 2.179 -1.912 -4.205
C 0.820 -1.658 -4.128
C 0.205 -1.520 -2.894
C -1.739 -0.843 -0.228
C -2.179 0.117 -1.140
C -3.529 0.277 -1.396
C -4.464 -0.486 -0.714
C -4.043 -1.405 0.233
C -2.692 -1.578 0.475
H 0.246 -6.877 1.014
H -1.468 -5.924 -0.487
H -1.406 -3.533 -1.045
H 1.998 -3.016 1.503
H 1.924 -5.413 2.073
H 2.927 -1.896 -0.915
H 4.001 -2.175 -3.102
H 2.637 -2.097 -5.166
H 0.223 -1.589 -5.024
H -0.862 -1.369 -2.844
H -1.447 0.715 -1.666
H -3.861 0.988 -2.138
H -5.515 -0.361 -0.922
H -4.764 -1.995 0.777
H -2.370 -2.307 1.204
*
```

Results
E_HOMO (spin up / spin down) ... -13.08 / -13.07 eV

Löwdin population analysis, charges in e, atoms 1 to 6: atom 1 (Pt): 0.811, atom 2 (C): -0.009, atom 3 (C): -0.279, atom 4 (C): 0.022, atom 5 (C): -0.249, atom 6 (C): -0.003